[1]
The following is a quantum chemistry calculation of a 7-piece molecular cluster, C32H59F2IN2O9 overall in a non-equilibrium geometry, from the Open Molecules 2025 dataset.

Last column: Mulliken charge in e.
Geometry (Å):
C -1.53 3.17 1.13  -0.5722
C -0.19 4.01 1.10  -0.5349
C 0.67 3.73 -0.21  -0.7341
C 1.34 2.29 -0.17  0.1040
O 2.01 2.09 -1.43  -0.2147
C 3.00 1.13 -1.35  -0.0166
C 4.45 1.46 -1.44  -0.3666
N 4.94 2.83 -1.59  -0.6186
C 5.37 3.19 -0.41  0.6709
C 6.85 3.66 -0.18  -1.1119
C 4.48 3.14 0.90  -0.8236
C 5.46 0.40 -1.38  1.4588
F 6.78 0.79 -1.49  -0.3305
C 5.13 -1.02 -1.19  -1.2773
I 6.65 -2.54 -1.10  0.0913
C 3.72 -1.34 -1.06  1.2802
C 2.67 -0.29 -1.16  0.6803
C 1.17 -0.73 -1.02  -0.2215
O 0.28 -0.23 -1.65  -0.5701
C 0.94 -1.90 0.01  0.0081
N -0.24 -1.84 0.79  -0.2474
C -1.03 -3.11 0.79  -0.0535
C -0.95 -3.70 2.28  -0.1858
C -2.32 -4.28 2.80  -1.0922
C 1.91 -2.85 0.08  0.3221
F 1.82 -3.89 0.98  -0.2093
C 3.19 -2.79 -0.81  -0.2207
O 3.69 -3.78 -1.28  -0.5207
H -1.31 2.07 1.00  0.0192
H -2.20 3.45 0.27  0.0093
H -2.11 3.35 2.08  0.3983
H 0.39 3.82 2.04  0.3092
H -0.47 5.10 1.03  0.3384
H 1.48 4.49 -0.37  0.3100
H -0.06 3.68 -1.06  0.2762
H 1.99 2.15 0.73  0.2752
H 0.48 1.58 -0.04  -0.3380
H 7.40 2.74 0.14  0.2393
H 7.27 4.17 -1.08  0.3288
H 6.86 4.35 0.72  0.3859
H 5.00 3.71 1.71  0.4329
H 3.49 3.64 0.75  0.0470
H 4.34 2.09 1.28  0.2609
H -0.84 -1.16 0.30  0.2830
H -2.12 -2.95 0.60  0.2948
H -0.68 -3.85 0.02  0.1784
H -0.12 -4.45 2.41  -0.0549
H -0.69 -2.82 2.93  0.3513
H -3.22 -3.84 2.32  0.3214
H -2.31 -5.41 2.75  0.2072
H -2.37 -4.05 3.91  0.3128
C -4.30 -3.30 -3.15  -1.2376
C -3.20 -3.30 -2.11  0.0223
O -3.71 -3.67 -0.83  -0.4817
H -5.10 -2.61 -2.86  0.3123
H -3.92 -3.01 -4.13  0.3522
H -4.76 -4.29 -3.22  0.3522
H -2.76 -2.31 -2.02  0.2118
H -2.40 -4.00 -2.39  0.2335
H -4.09 -4.55 -0.91  0.2690
C 1.85 1.36 -5.48  -0.7024
C 0.82 2.47 -5.34  -0.2425
O -0.01 2.24 -4.20  -0.5460
H 1.35 0.39 -5.59  0.2316
H 2.48 1.53 -6.35  0.3708
H 2.48 1.30 -4.59  0.0252
H 0.18 2.52 -6.22  0.3140
H 1.32 3.44 -5.22  0.2503
H 0.57 2.21 -3.43  0.2550
C -6.15 4.46 0.70  -0.8939
C -5.13 3.36 0.51  -0.1659
O -4.63 2.91 1.77  -0.4963
H -5.72 5.30 1.24  0.1310
H -6.53 4.82 -0.25  0.3053
H -7.00 4.10 1.30  0.3218
H -4.28 3.73 -0.07  0.2863
H -5.56 2.51 -0.03  0.2520
H -5.39 2.57 2.27  0.2831
C 0.65 -8.46 0.59  -1.1888
C -0.11 -7.24 1.08  0.0174
O 0.52 -6.70 2.23  -0.4995
H 0.69 -9.23 1.37  0.2800
H 0.17 -8.89 -0.30  0.3897
H 1.68 -8.20 0.34  0.3141
H -1.13 -7.51 1.35  0.3769
H -0.15 -6.47 0.30  0.0556
H 1.42 -6.46 1.99  0.2593
C 3.84 -4.74 3.34  -0.6135
C 4.76 -5.72 2.64  -0.2627
O 4.03 -6.52 1.71  -0.5189
H 3.04 -5.27 3.87  0.2378
H 4.39 -4.13 4.06  0.4228
H 3.35 -4.08 2.61  -0.0338
H 5.22 -6.39 3.37  0.3248
H 5.55 -5.20 2.10  0.2216
H 3.63 -5.92 1.07  0.3011
C -6.86 9.20 1.75  -1.0915
C -5.94 8.22 1.05  -0.1509
O -6.67 7.43 0.12  -0.4791
H -7.65 8.66 2.28  0.2898
H -6.31 9.81 2.47  0.3222
H -7.35 9.86 1.03  0.3274
H -5.47 7.55 1.77  0.2689
H -5.15 8.76 0.51  0.2495
H -7.07 8.02 -0.52  0.2861

For the largest force on an atom, the calculation gives 3.345 eV/A. Its structure (SMILES) is CCCCOc1c(N=C(C)C)c(F)c(I)c2c1C(=O)C(NCCC)=C(F)C2=O.CCO.CCO.CCO.CCO.CCO.CCO. The orbital gap is 0.291 Ha.

=====

[2]
The following is a quantum chemistry calculation of a 6-piece molecular cluster, C32H59O7P overall, from the Open Molecules 2025 dataset.

Last column: Mulliken charge in e.
Geometry (Å):
C 2.90 -1.98 0.21  -0.9016
C 3.09 -2.51 -1.22  -0.1215
C 2.06 -3.58 -1.59  -0.8080
C 0.73 -3.02 -2.12  -0.0609
O -0.26 -3.13 -1.12  -0.4587
P -1.83 -2.48 -1.51  0.6633
C -1.37 -0.75 -1.16  -0.4849
C -1.39 0.18 -2.39  -0.9211
C -1.83 1.63 -2.11  0.6840
C -3.07 1.74 -1.23  -1.5474
C -0.66 2.49 -1.57  -1.3422
C -3.65 -2.08 -1.97  -1.2330
C -4.54 -1.73 -0.81  0.3908
O -4.14 -1.65 0.33  -0.3970
C -5.99 -1.50 -1.13  0.1008
C -6.78 -2.59 -1.50  -0.1981
C -8.12 -2.41 -1.82  -0.6465
C -8.68 -1.14 -1.78  -0.4158
C -7.90 -0.05 -1.40  -0.6692
C -6.56 -0.22 -1.08  -0.2098
H 2.73 -2.83 0.87  0.4069
H 2.03 -1.33 0.26  0.1161
H 3.78 -1.44 0.55  0.2311
H 3.02 -1.68 -1.93  -0.1778
H 4.09 -2.95 -1.30  0.4034
H 1.81 -4.20 -0.73  0.3082
H 2.49 -4.23 -2.35  0.3635
H 0.44 -3.57 -3.02  0.3997
H 0.87 -1.96 -2.39  0.0167
H -2.28 -3.25 -0.43  -0.1225
H -1.69 -3.07 -2.79  -0.1591
H -2.00 -0.42 -0.34  0.6930
H -0.35 -0.78 -0.77  -0.0515
H -1.99 -0.22 -3.20  0.5953
H -0.37 0.23 -2.77  0.1680
H -2.10 2.05 -3.08  0.3768
H -3.42 2.77 -1.20  0.5062
H -2.82 1.49 -0.19  0.4193
H -3.86 1.06 -1.54  0.0323
H -0.21 3.03 -2.39  0.2692
H 0.09 1.87 -1.07  0.2394
H -1.05 3.22 -0.86  0.4238
H -4.06 -2.99 -2.41  0.7184
H -3.76 -1.31 -2.74  0.3843
H -6.35 -3.58 -1.55  0.3836
H -8.71 -3.27 -2.11  0.3813
H -9.72 -1.01 -2.04  0.3810
H -8.34 0.94 -1.38  0.3956
H -5.95 0.62 -0.79  0.4599
C 4.68 1.66 1.94  -1.1631
C 4.98 1.98 0.50  0.7761
C 6.03 3.03 0.24  -1.0423
O 4.41 1.41 -0.40  -0.4330
H 3.91 0.89 2.00  0.2468
H 5.58 1.30 2.45  0.3471
H 4.33 2.55 2.46  0.3590
H 6.98 2.73 0.67  0.3333
H 5.72 3.98 0.69  0.3743
H 6.15 3.17 -0.83  0.1659
C -3.82 -2.03 3.44  -0.7619
C -2.80 -2.08 4.55  0.7974
C -3.21 -2.79 5.82  -1.0885
O -1.71 -1.58 4.43  -0.5834
H -3.42 -1.49 2.59  0.0891
H -4.10 -3.04 3.13  0.3068
H -4.72 -1.52 3.79  0.3471
H -3.45 -3.83 5.60  0.3945
H -4.08 -2.31 6.26  0.2851
H -2.39 -2.76 6.53  0.2387
C 8.97 5.31 -3.83  -1.1327
C 8.62 4.04 -3.10  0.8089
C 8.98 2.74 -3.77  -1.0943
O 8.07 4.06 -2.02  -0.5046
H 8.66 6.17 -3.24  0.2939
H 10.05 5.36 -4.00  0.3392
H 8.47 5.33 -4.80  0.3348
H 10.06 2.69 -3.94  0.3577
H 8.48 2.67 -4.74  0.3220
H 8.68 1.90 -3.15  0.2675
C 2.33 1.68 -5.78  -1.2965
C 2.46 1.90 -4.29  0.9348
C 3.63 1.24 -3.60  -0.8841
O 1.67 2.59 -3.69  -0.5291
H 1.45 2.20 -6.16  0.3372
H 3.22 2.04 -6.30  0.3644
H 2.22 0.61 -5.99  0.3182
H 4.57 1.60 -4.04  0.4180
H 3.57 0.16 -3.73  0.2229
H 3.61 1.48 -2.54  0.1574
C -3.71 -0.86 10.78  -1.1232
C -3.43 -0.67 9.31  0.7949
C -2.36 0.33 8.95  -1.0495
O -4.03 -1.29 8.46  -0.4999
H -4.50 -1.61 10.91  0.2956
H -2.81 -1.20 11.29  0.3275
H -4.04 0.08 11.23  0.3318
H -1.41 0.04 9.39  0.3198
H -2.63 1.32 9.32  0.3457
H -2.26 0.37 7.87  0.2473

For the largest force on an atom, the calculation gives 0.688 eV/A. Its structure (SMILES) is CCCCO[PH2](CCC(C)C)CC(=O)c1ccccc1.CC(C)=O.CC(C)=O.CC(C)=O.CC(C)=O.CC(C)=O. The orbital gap is 0.345 Ha.

=====

[3]
The following is a quantum chemistry calculation of C32H60N5O3P4Ti as an isolated structure, from the Open Molecules 2025 dataset.

Last column: Löwdin spin population.
Geometry (Å):
Ti 0.10 0.35 -0.16  0.9278
C 0.19 2.63 -3.83  0.0001
C 1.29 1.61 -3.52  -0.0014
C 2.38 2.23 -2.65  0.0000
P 0.54 0.13 -2.72  0.0085
C -0.59 -0.57 -4.01  0.0049
C -1.10 -1.96 -3.61  0.0062
C -0.11 -0.53 -5.46  0.0009
C 1.92 -1.02 -2.44  0.0009
C 2.35 -2.00 -3.34  -0.0002
C 3.37 -2.88 -3.02  0.0009
C 3.97 -2.78 -1.78  -0.0001
C 3.58 -1.82 -0.87  0.0007
C 2.55 -0.91 -1.18  0.0024
N 2.09 0.04 -0.26  0.0042
C 2.99 0.55 0.69  0.0035
C 4.31 0.86 0.36  0.0016
C 5.18 1.37 1.31  0.0002
C 4.76 1.58 2.61  0.0022
C 3.45 1.30 2.95  -0.0001
C 2.55 0.80 2.01  0.0038
P 0.82 0.37 2.30  0.0072
C -0.02 1.67 3.29  -0.0001
C -1.43 1.17 3.62  0.0003
C 0.67 2.29 4.50  -0.0002
C 0.84 -1.21 3.26  0.0011
C 1.33 -1.11 4.70  0.0001
C 1.66 -2.25 2.49  0.0023
H 0.64 3.52 -4.29  0.0001
H -0.30 2.94 -2.91  0.0000
H -0.56 2.25 -4.52  0.0000
H 1.75 1.26 -4.45  -0.0004
H 1.96 2.61 -1.71  0.0001
H 2.82 3.07 -3.19  0.0000
H 3.17 1.53 -2.42  0.0000
H -1.45 0.11 -3.94  0.0001
H -0.29 -2.69 -3.60  0.0003
H -1.85 -2.29 -4.33  0.0000
H -1.56 -1.94 -2.62  0.0113
H 0.73 -1.20 -5.64  0.0000
H 0.18 0.47 -5.78  0.0001
H -0.93 -0.86 -6.11  0.0002
H 1.88 -2.07 -4.31  0.0000
H 3.69 -3.62 -3.74  0.0001
H 4.77 -3.47 -1.51  0.0000
H 4.06 -1.76 0.10  0.0000
H 4.65 0.70 -0.66  0.0000
H 6.20 1.61 1.02  0.0000
H 5.44 1.97 3.36  0.0001
H 3.12 1.46 3.97  0.0000
H -0.13 2.46 2.54  0.0000
H -1.41 0.39 4.38  0.0000
H -1.93 0.77 2.73  0.0003
H -2.04 1.99 4.01  0.0000
H 0.94 1.55 5.26  0.0000
H -0.01 3.00 4.97  0.0000
H 1.57 2.83 4.22  0.0000
H -0.21 -1.52 3.25  0.0003
H 2.34 -0.70 4.74  0.0000
H 1.36 -2.11 5.15  0.0000
H 0.68 -0.49 5.32  0.0000
H 2.72 -1.98 2.50  0.0001
H 1.34 -2.34 1.45  0.0015
H 1.56 -3.23 2.97  0.0000
C -3.60 -1.63 1.86  0.0144
N -2.43 -2.46 1.59  0.1111
C -2.13 -3.46 2.61  0.0162
P -1.69 -2.41 0.13  0.4270
O -0.40 -1.62 0.01  0.1638
O -2.12 0.69 0.13  0.0399
P -1.87 2.16 -0.14  0.0022
O -0.32 2.26 -0.30  -0.0064
N -2.76 2.59 -1.45  0.0001
C -2.91 3.99 -1.82  0.0000
C -3.25 1.65 -2.44  0.0003
N -2.28 3.20 1.06  0.0000
C -3.68 3.28 1.44  0.0000
C -1.47 4.33 1.48  0.0000
N -1.29 -3.97 -0.23  0.1773
C -0.06 -4.33 -0.94  0.0143
C -2.34 -4.99 -0.28  0.0086
H -3.50 -1.17 2.84  0.0002
H -4.51 -2.23 1.85  0.0009
H -3.68 -0.84 1.12  0.0089
H -2.07 -2.98 3.59  0.0051
H -1.18 -3.95 2.41  0.0018
H -2.91 -4.23 2.66  0.0001
H -2.52 4.64 -1.05  0.0000
H -3.97 4.22 -1.98  0.0000
H -2.37 4.21 -2.75  0.0000
H -3.08 0.63 -2.10  0.0008
H -2.75 1.80 -3.41  0.0000
H -4.32 1.80 -2.59  0.0000
H -4.17 4.16 1.00  0.0000
H -3.77 3.34 2.53  0.0000
H -4.22 2.39 1.11  0.0000
H -0.46 4.23 1.09  0.0000
H -1.43 4.37 2.57  0.0000
H -1.90 5.27 1.12  0.0000
H 0.67 -3.52 -0.86  0.0012
H -0.26 -4.54 -1.99  0.0044
H 0.35 -5.23 -0.48  0.0069
H -3.25 -4.62 0.19  0.0025
H -2.00 -5.88 0.26  0.0039
H -2.56 -5.27 -1.31  0.0027

The expectation value of S² is 2.01. For the largest force on an atom, the calculation gives 0.229 eV/A. The charge is +1. The spin multiplicity is 3. The orbital gap (alpha / beta) is 0.285 / 0.203 Ha.